1.
The following is a quantum chemistry calculation of a 2-piece molecular cluster, C2H6O2 overall, from the OMol25 dataset.

XYZ file:
```
10
C2H6O2 ωB97M-V/def2-TZVPD
C -1.1758 0.2431 -0.3000
C -0.0529 -0.6579 0.2865
O 1.7121 0.9074 -0.1588
O 1.1616 -0.4494 -0.3400
H -1.5294 1.0696 0.5237
H -0.6613 0.8593 -1.0062
H -1.9668 -0.3862 -0.7710
H -0.2932 -1.7501 0.0260
H 0.1163 -0.4019 1.7514
H 2.6895 0.5660 -0.0116
```

The HOMO energy is -9.73 eV. As for the gap between HOMO and LUMO: 0.3902 hartree. Its net charge is 0.

natural (NBO) population analysis, charges in e, atoms 1 to 6: atom 1 (C): -0.68, atom 2 (C): -0.03, atom 3 (O): -0.45, atom 4 (O): -0.31, atom 5 (H): 0.22, atom 6 (H): 0.23


2.
The following is a quantum chemistry calculation of a 2-piece molecular cluster, C2H6O2PS2 overall, from the OMol25 dataset.

XYZ file:
```
13
C2H6O2PS2 ωB97M-V/def2-TZVPD
C 0.9618 -0.4382 0.4209
C -0.4098 -0.8201 0.8571
O 0.7823 -0.0534 -1.0203
O -1.3099 0.1185 0.2331
P -0.6518 0.5372 -1.2240
S -1.5271 -0.5711 -2.8392
S -0.6075 3.8160 -0.6361
H 1.5117 0.5196 0.6692
H 1.6111 -1.3907 0.4690
H -0.5001 -1.8961 0.7833
H -0.5876 -0.5164 1.8948
H -2.5475 0.3405 -2.8210
H -1.7970 3.4889 0.0606
```

The HOMO energy (alpha / beta) is -13.76 / -13.79 eV. As for the gap between HOMO and LUMO (alpha / beta): 0.2055 / 0.2044 hartree. Its net charge is +1.

natural (NBO) population analysis, charges in e, atoms 1 to 6: atom 1 (C): -0.11, atom 2 (C): -0.15, atom 3 (O): -0.81, atom 4 (O): -0.76, atom 5 (P): 1.56, atom 6 (S): -0.13


3.
The following is a quantum chemistry calculation of a 2-piece molecular cluster, C2H6O2S2 overall, from the OMol25 dataset.

XYZ file:
```
12
C2H6O2S2 ωB97M-V/def2-TZVPD
C -1.4690 0.9262 1.4184
S -1.9385 -0.3115 0.2206
S -2.7451 1.0623 -1.2602
H -2.2393 1.6974 1.5124
H -1.4049 0.4574 2.4080
H -0.5327 1.3971 1.1264
H -1.9800 0.5719 -2.2656
O 2.7918 -2.1365 -1.5434
C 2.5387 -1.0790 -1.0491
O 2.1004 -0.8786 0.1904
H 2.6381 -0.0861 -1.5240
H 2.2404 -1.6206 0.7661
```

The HOMO energy is -8.74 eV. As for the gap between HOMO and LUMO: 0.3272 hartree. As for the SMILES: O=CO.CSS. Its net charge is 0.

natural (NBO) population analysis, charges in e, atoms 1 to 6: atom 1 (C): -0.76, atom 2 (S): 0.10, atom 3 (S): -0.16, atom 4 (H): 0.23, atom 5 (H): 0.23, atom 6 (H): 0.22


4.
The following is a quantum chemistry calculation of a 2-piece molecular cluster, C2H6O2Si overall, from the OMol25 dataset.

XYZ file:
```
11
C2H6O2Si ωB97M-V/def2-TZVPD
C -1.9786 -0.0317 -0.6624
C -1.2683 0.2701 0.3700
O 2.1714 -0.6747 -1.0462
O 2.5930 1.1799 0.4950
Si 1.6123 -0.0685 0.3765
H -3.1329 -0.0743 -0.6406
H -1.7996 -0.2770 -1.6728
H -1.5936 0.5023 1.4288
H 1.7436 -1.3016 -1.5731
H 2.8627 1.6062 -0.2882
H 1.9725 -0.7745 1.5060
```

The HOMO energy is -8.19 eV. As for the gap between HOMO and LUMO: 0.3119 hartree. Its net charge is 0.

natural (NBO) population analysis, charges in e, atoms 1 to 6: atom 1 (C): -0.51, atom 2 (C): -0.40, atom 3 (O): -1.10, atom 4 (O): -1.10, atom 5 (Si): 1.77, atom 6 (H): 0.18


5.
The following is a quantum chemistry calculation of one molecule with the formula C2H6O2Si, from the OMol25 dataset.

XYZ file:
```
11
C2H6O2Si ωB97M-V/def2-TZVPD
C 1.5716 0.4992 -0.0306
C -1.5027 -0.0679 -0.8517
O 1.1988 -0.9802 -0.1351
O -0.3463 -0.1445 1.9847
Si -0.0937 -0.1175 0.3721
H 2.2390 0.5393 0.7429
H 2.0742 0.9761 -0.9486
H -2.5838 -0.0367 -0.4901
H -1.4233 0.7062 -1.5827
H -1.4237 -0.8543 -1.6437
H 0.2899 -0.5197 2.5829
```

The HOMO energy is -9.46 eV. As for the gap between HOMO and LUMO: 0.3705 hartree. As for the SMILES: C[Si@]1(O)CO1. Its net charge is 0.

natural (NBO) population analysis, charges in e, atoms 1 to 6: atom 1 (C): -0.56, atom 2 (C): -1.18, atom 3 (O): -0.89, atom 4 (O): -1.09, atom 5 (Si): 2.02, atom 6 (H): 0.18


6.
The following is a quantum chemistry calculation of C2H6O2Tl as an isolated structure, from the OMol25 dataset.

XYZ file:
```
11
C2H6O2Tl ωB97M-V/def2-TZVPD
C -2.7588 0.4437 -0.0058
C -1.4710 0.0042 -0.6572
O -0.4042 0.3874 0.2380
H -3.5557 0.3890 -0.7585
H -3.0298 -0.2145 0.8298
H -2.6888 1.4794 0.3503
H -1.2877 0.5166 -1.6105
H -1.4299 -1.0840 -0.8023
H -0.0076 -0.6079 1.2494
Tl 2.2291 0.1784 -0.4527
O 0.5542 -0.6599 0.2831
```

The HOMO energy (alpha / beta) is -21.13 / -20.75 eV. As for the gap between HOMO and LUMO (alpha / beta): 0.4033 / 0.1993 hartree. Its spin multiplicity is 2. Its expectation value of S² is 0.758. Its net charge is +2.

Mulliken population analysis, charges in e, atoms 1 to 6: atom 1 (C): -1.07, atom 2 (C): -0.10, atom 3 (O): -0.14, atom 4 (H): 0.36, atom 5 (H): 0.36, atom 6 (H): 0.36


7.
The following is a quantum chemistry calculation of C2H6O2Tl as an isolated structure, from the OMol25 dataset.

XYZ file:
```
11
C2H6O2Tl ωB97M-V/def2-TZVPD
Tl -22.4956 9.8768 0.2409
C -21.0217 12.1190 1.4313
C -19.9946 11.3803 0.6079
O -20.5253 10.5791 -0.3777
O -21.9392 11.0965 1.9775
H -21.5963 12.7744 0.7767
H -20.3760 12.5658 2.1873
H -19.4758 10.5640 1.1106
H -19.2196 12.0086 0.1690
H -19.7343 10.2553 -0.8148
H -22.6647 11.5624 2.3996
```

The HOMO energy is -27.00 eV. As for the gap between HOMO and LUMO: 0.1966 hartree. Its net charge is +3.

Mulliken population analysis, charges in e, atoms 1 to 6: atom 1 (Tl): 1.72, atom 2 (C): -0.30, atom 3 (C): -0.30, atom 4 (O): -0.38, atom 5 (O): -0.38, atom 6 (H): 0.43


8.
The following is a quantum chemistry calculation of C2H6O2Tl as an isolated structure, from the OMol25 dataset.

XYZ file:
```
11
C2H6O2Tl ωB97M-V/def2-TZVPD
Tl 29.9171 -8.2576 17.4541
C 27.9554 -4.9650 15.9608
C 26.8109 -5.3412 16.8591
O 27.0600 -6.2004 17.8316
O 28.8078 -5.9636 15.5899
H 28.5652 -4.1650 16.5700
H 27.6452 -4.3356 15.0904
H 25.9241 -5.7030 16.1851
H 26.3893 -4.3929 17.3165
H 26.2884 -6.1218 18.4615
H 29.1130 -5.6119 14.7082
```

The HOMO energy is -25.18 eV. As for the gap between HOMO and LUMO: 0.1558 hartree. Its net charge is +3.

natural (NBO) population analysis, charges in e, atoms 1 to 6: atom 1 (Tl): 1.01, atom 2 (C): -0.15, atom 3 (C): -0.14, atom 4 (O): -0.32, atom 5 (O): -0.37, atom 6 (H): 0.53


9.
The following is a quantum chemistry calculation of C2H6O3Pd as an isolated structure, from the OMol25 dataset.

XYZ file:
```
12
C2H6O3Pd ωB97M-V/def2-TZVPD
C 0.6919 1.6761 -0.6410
O -0.2461 0.8248 0.0291
C -0.2107 -0.4681 -0.1723
O -1.3625 -0.9970 -0.1867
Pd -2.6274 -0.0602 -0.6257
H 1.5253 1.8597 0.0447
H 1.0576 1.2041 -1.5608
H 0.1556 2.5978 -0.8804
H 0.6829 -0.9905 -0.5382
O 0.4914 -2.0029 1.3615
H 0.3677 -1.3714 2.0783
H -0.5258 -2.2725 1.0916
```

The HOMO energy (alpha / beta) is -11.00 / -16.51 eV. As for the gap between HOMO and LUMO (alpha / beta): 0.2148 / 0.3184 hartree. Its spin multiplicity is 4. Its expectation value of S² is 3.755. Its net charge is +1.

natural (NBO) population analysis, charges in e, atoms 1 to 6: atom 1 (C): -0.27, atom 2 (O): -0.44, atom 3 (C): 0.67, atom 4 (O): -0.65, atom 5 (Pd): 0.66, atom 6 (H): 0.23


10.
The following is a quantum chemistry calculation of a 2-piece molecular cluster, C2H6O3S overall, from the OMol25 dataset.

XYZ file:
```
12
C2H6O3S ωB97M-V/def2-TZVPD
C 1.9093 -1.0264 -0.0355
C 0.5156 -0.5163 0.2138
O -0.3691 -1.3825 -0.2718
O 0.2250 0.5283 0.7386
O -1.9826 2.1269 -0.0758
S -2.0347 -1.1827 -0.0244
H 2.4237 -0.3451 -0.7095
H 2.4486 -1.0561 0.9069
H 1.8619 -2.0191 -0.4749
H -1.5986 2.7731 -0.6736
H -2.0911 0.1629 -0.1823
H -1.3078 1.9370 0.5885
```

The HOMO energy (alpha / beta) is -5.91 / -10.84 eV. As for the gap between HOMO and LUMO (alpha / beta): 0.2434 / 0.3101 hartree. Its spin multiplicity is 3. Its expectation value of S² is 2.005. Its net charge is 0.

natural (NBO) population analysis, charges in e, atoms 1 to 6: atom 1 (C): -0.72, atom 2 (C): 0.81, atom 3 (O): -0.74, atom 4 (O): -0.63, atom 5 (O): -0.96, atom 6 (S): 0.41


Table of F_max (hartree/bohr), in record order: 0.0871 0.0612 0.0304 0.0821 0.0573 0.1236 0.0736 0.0730 0.2886 0.1091